(1)
Below is the molecule C16H20N4O3S in a non-equilibrium geometry, with properties calculated with ωB97M-V/def2-TZVPD.

Calculated values
* E: -1464.6644 a.u.
* E_LUMO: 0.7 eV
* Kohn-Sham gap: 9.140 eV
* relative energy (zero: lowest compared OMol25 entry of this formula, charge and spin): 20.5 kcal/mol
* structure (SMILES): CCOC(=O)CSc1nnc(CNC(=O)Cc2ccccc2)n1C

Geometry as ORCA input:
```
! wB97M-V def2-TZVPD RIJCOSX def2/J DEFGRID3
* xyz 0 1
C 1.62257 4.48816 -0.52430
C 1.94042 3.09570 -1.04997
O 1.17975 2.77764 -2.21888
C -0.06804 2.37797 -2.02440
O -0.64980 2.38487 -0.97339
C -0.69789 1.95688 -3.34196
S -1.74659 0.50337 -3.07304
C -0.57084 -0.45979 -2.24081
N 0.66426 -0.09983 -2.00833
N 1.25474 -1.10925 -1.35251
C 0.38466 -2.06856 -1.20137
C 0.64174 -3.33434 -0.45676
N 0.51272 -3.09820 0.96887
C -0.69188 -3.16526 1.58651
O -1.66630 -3.68132 1.07871
C -0.69599 -2.50880 2.95783
C -0.39703 -1.04790 2.74126
C -1.31818 -0.25256 2.06816
C -1.03365 1.07117 1.79040
C 0.17919 1.61434 2.18059
C 1.10378 0.83026 2.84679
C 0.81917 -0.49698 3.12158
N -0.81856 -1.70268 -1.74434
C -2.05587 -2.42984 -1.79855
H 0.58327 4.53963 -0.20941
H 1.79392 5.23257 -1.29838
H 2.26117 4.70930 0.32635
H 1.73152 2.33719 -0.28890
H 2.98107 3.02115 -1.36989
H -1.35888 2.73928 -3.71523
H 0.07344 1.72222 -4.07289
H -0.08212 -4.10252 -0.73584
H 1.65621 -3.67706 -0.66757
H 1.21932 -2.50238 1.37537
H 0.05753 -2.97219 3.59593
H -1.68166 -2.64941 3.40269
H -2.26021 -0.68327 1.75904
H -1.74384 1.67782 1.25214
H 0.39950 2.64748 1.96043
H 2.05293 1.24764 3.15091
H 1.54627 -1.10523 3.64350
H -2.05633 -3.11629 -2.64820
H -2.87195 -1.71845 -1.91853
H -2.19356 -2.99255 -0.87361
*
```

(2)
Below is C32H31F5N2O4 as an isolated structure in a non-equilibrium geometry, with properties calculated with ωB97M-V/def2-TZVPD.

Calculated values
* E: -2146.3570 a.u.
* E_LUMO: -0.7 eV
* Kohn-Sham gap: 6.861 eV
* relative energy (zero: lowest compared OMol25 entry of this formula, charge and spin): 727.8 kcal/mol

Geometry as ORCA input:
```
! wB97M-V def2-TZVPD RIJCOSX def2/J DEFGRID3
* xyz 0 1
C 1.44086 -1.79168 -2.78116
N 0.90773 -2.95881 -1.94036
O 0.68317 -2.68540 -0.79028
O 0.75376 -3.97303 -2.50153
H 0.54573 -1.25809 -3.10070
H 1.68592 -2.03987 -3.81385
H 2.22343 -1.25903 -2.24081
C 0.40418 0.29031 0.33012
N 0.47153 0.40493 -1.16960
O 0.35949 1.56786 -1.58068
O 0.51923 -0.57992 -1.87040
H 1.34451 -0.16167 0.64570
H -0.52438 -0.21827 0.58939
H 0.33813 1.30787 0.71527
F -1.58824 0.49772 -0.72895
C -1.79476 -0.77154 -1.14842
C -1.50169 -1.18863 -2.47591
C -1.72074 -2.47053 -2.88411
C -2.26576 -3.37752 -1.91409
C -2.64717 -3.04398 -0.66134
C -2.37076 -1.73095 -0.26910
H -1.16358 -0.45430 -3.19204
H -1.55084 -2.78367 -3.90366
H -2.46137 -4.38170 -2.26015
H -2.93235 -3.68137 0.16256
H -2.66651 -1.45177 0.73140
F -3.51192 -1.18806 2.23842
C -3.40857 -0.07241 1.49915
C -4.54756 0.65345 1.15115
C -4.31107 1.80656 0.41152
C -3.07168 2.21865 -0.00285
C -1.99518 1.41445 0.40451
C -2.13546 0.29591 1.17511
H -5.51024 0.28980 1.47888
H -5.17732 2.43130 0.25121
H -2.93602 3.16032 -0.51396
H -0.98465 1.77596 0.28385
H -1.21347 -0.15035 1.51738
F 1.39016 -1.47262 0.86683
C 0.19855 -1.86740 1.30816
C -0.22634 -3.17630 0.95391
C -1.36673 -3.60046 1.54515
C -1.92244 -2.84416 2.54158
C -1.47100 -1.55655 2.87063
C -0.35342 -1.06726 2.26983
H 0.26968 -3.82390 0.24610
H -1.74928 -4.59449 1.36632
H -2.75594 -3.30838 3.04771
H -1.87886 -1.20497 3.80681
H 0.23246 -0.22361 2.60361
F 3.39848 5.45012 0.22795
C 3.31987 4.55289 -0.68627
C 4.32469 4.29501 -1.59368
C 4.23987 3.18016 -2.47657
C 3.03463 2.40886 -2.52819
C 2.10798 2.59471 -1.51374
C 2.18637 3.70899 -0.67219
H 5.21668 4.90234 -1.54980
H 5.09371 2.94957 -3.09639
H 3.00621 1.59144 -3.23347
H 1.21557 1.98681 -1.53511
H 1.39163 3.91404 0.02977
F 0.61629 0.12567 4.09525
C 1.28903 0.60003 3.02442
C 0.94146 1.83897 2.54458
C 1.64194 2.31252 1.39674
C 2.64030 1.51622 0.79774
C 3.00828 0.28633 1.40179
C 2.33442 -0.13203 2.48053
H 0.12487 2.40751 2.96452
H 1.26782 3.21023 0.92711
H 3.05326 1.89896 -0.12388
H 3.80524 -0.25635 0.91521
H 2.68817 -1.04547 2.93539
*
```

(3)
Below is a 7-piece molecular cluster, C46H95IO4 overall in a non-equilibrium geometry, with properties calculated with ωB97M-V/def2-TZVPD.

Calculated values
* E: -2407.9833 a.u.
* E_LUMO: -1.6 eV
* Kohn-Sham gap: 7.986 eV
* structure (SMILES): O=C1OC(=O)C(C[C@@H]2CO2)=C1CCCI.CCCCCC.CCCCCC.CCCCCC.CCCCCC.CCCCCC.CCCCCC

Geometry as ORCA input:
```
! wB97M-V def2-TZVPD RIJCOSX def2/J DEFGRID3
* xyz 0 1
O -4.25401 -11.76653 -0.12290
C -3.40367 -11.07221 0.63498
O -3.70680 -11.04380 2.07981
C -3.11647 -9.83028 2.65547
O -3.58696 -9.11972 3.69230
C -1.82864 -9.59461 1.66396
C -0.52198 -8.77457 2.22283
C -1.00904 -7.07927 2.38457
C 0.29758 -5.94895 2.19979
O -0.43361 -6.32308 3.62752
C -2.06403 -10.18997 0.28911
C -1.14401 -10.03842 -1.05405
C -1.88258 -9.27686 -2.31273
C -3.43306 -9.72465 -2.59559
I -4.92122 -8.49129 -1.48217
H 0.39041 -8.79261 1.48873
H -0.20766 -9.11084 3.33426
H -2.12903 -6.75398 1.92164
H -0.34234 -5.23829 1.51894
H 1.07492 -6.75063 1.84494
H -0.68302 -11.07616 -1.32377
H -0.22365 -9.34206 -0.75103
H -1.26766 -9.58624 -3.28856
H -1.85234 -8.10660 -2.27355
H -3.64747 -9.46346 -3.74107
H -3.64175 -10.87937 -2.49772
C 2.53165 -4.83873 -0.58021
C 3.41644 -4.18539 0.47091
C 2.80441 -2.91188 1.05949
C 2.57621 -1.77615 0.05511
C 3.82736 -1.30887 -0.69337
C 4.89216 -0.73433 0.22782
H 2.37101 -4.18243 -1.44015
H 3.00108 -5.75673 -0.94815
H 1.55731 -5.10310 -0.15749
H 4.40134 -3.97807 0.04446
H 3.57989 -4.90242 1.28435
H 3.44746 -2.55709 1.87400
H 1.84266 -3.16117 1.52451
H 2.14257 -0.92220 0.59112
H 1.82166 -2.08285 -0.67851
H 3.53356 -0.53525 -1.41303
H 4.25188 -2.12823 -1.28266
H 4.50157 0.12168 0.78662
H 5.75054 -0.39157 -0.35847
H 5.25525 -1.47819 0.94206
C 6.94564 -4.79984 -2.89766
C 6.65491 -5.87833 -1.86475
C 7.56954 -5.79517 -0.64026
C 9.06191 -5.99582 -0.92889
C 9.42078 -7.32117 -1.60608
C 9.07600 -8.53539 -0.75798
H 7.95920 -4.88551 -3.29940
H 6.24877 -4.88669 -3.73747
H 6.82729 -3.80291 -2.46172
H 6.72611 -6.86364 -2.33266
H 5.61545 -5.77192 -1.53198
H 7.23638 -6.53471 0.09791
H 7.43779 -4.81610 -0.16337
H 9.61075 -5.92033 0.01856
H 9.42777 -5.17195 -1.55258
H 10.49915 -7.32911 -1.80551
H 8.92962 -7.40047 -2.58143
H 9.60128 -8.50088 0.20143
H 9.37695 -9.45205 -1.27490
H 8.00230 -8.60278 -0.56321
C -2.70272 -2.74810 -0.79323
C -2.70740 -1.92373 -2.07188
C -1.33964 -1.31904 -2.39809
C -0.80211 -0.32873 -1.35834
C -1.71045 0.86984 -1.07151
C -1.93577 1.75099 -2.29024
H -2.45010 -2.14051 0.08030
H -3.69422 -3.17892 -0.62066
H -1.98427 -3.57071 -0.86442
H -3.46767 -1.14148 -2.00167
H -3.01026 -2.57111 -2.90357
H -1.39725 -0.82755 -3.37683
H -0.61011 -2.13017 -2.51310
H 0.17340 0.03837 -1.70213
H -0.60812 -0.85605 -0.41711
H -1.24817 1.47580 -0.28293
H -2.67442 0.53587 -0.67397
H -0.98563 2.13899 -2.67004
H -2.56712 2.60474 -2.02466
H -2.43580 1.20804 -3.09677
C 2.35274 3.94740 -3.06271
C 1.79263 4.41482 -1.72767
C 0.53714 5.27779 -1.87552
C 0.73839 6.59282 -2.63771
C 1.79919 7.52829 -2.05161
C 1.46378 8.00211 -0.64609
H 2.66362 4.78829 -3.68904
H 3.23066 3.31384 -2.90041
H 1.60929 3.36094 -3.61159
H 2.56620 4.95192 -1.17272
H 1.54124 3.53283 -1.12647
H 0.13755 5.49064 -0.87661
H -0.23703 4.69480 -2.38948
H -0.22226 7.12239 -2.67363
H 0.99877 6.37522 -3.68005
H 1.88828 8.40531 -2.70401
H 2.78185 7.04538 -2.05386
H 0.50845 8.53576 -0.63372
H 2.23786 8.68713 -0.28614
H 1.40488 7.16926 0.05974
C -1.24962 10.89346 -1.38303
C -2.23609 9.76249 -1.13336
C -3.68444 10.24569 -1.02552
C -3.96517 11.20340 0.13840
C -3.62194 10.65744 1.52694
C -4.43415 9.42722 1.90024
H -1.24319 11.61504 -0.56125
H -0.23540 10.49268 -1.47894
H -1.49289 11.42326 -2.30934
H -1.94517 9.21330 -0.23413
H -2.16688 9.04922 -1.96341
H -4.34160 9.37115 -0.94717
H -3.96317 10.74656 -1.96083
H -5.02865 11.47367 0.11527
H -3.41565 12.13904 -0.01719
H -3.81678 11.44263 2.26738
H -2.55328 10.42985 1.59774
H -5.50539 9.65055 1.88776
H -4.17024 9.09511 2.90924
H -4.24569 8.59404 1.21789
C -3.60963 5.56732 3.11470
C -4.59610 4.43635 3.36437
C -6.04445 4.91955 3.47221
C -6.32518 5.87726 4.63613
C -5.98195 5.33130 6.02468
C -6.79416 4.10107 6.39798
H -3.60320 6.28889 3.93648
H -2.59541 5.16654 3.01879
H -3.85290 6.09712 2.18839
H -4.30518 3.88716 4.26360
H -4.52689 3.72308 2.53432
H -6.70161 4.04501 3.55056
H -6.32318 5.42041 2.53690
H -7.38866 6.14753 4.61300
H -5.77566 6.81290 4.48054
H -6.17679 6.11648 6.76511
H -4.91329 5.10371 6.09547
H -7.86540 4.32440 6.38549
H -6.53024 3.76897 7.40698
H -6.60569 3.26790 5.71562
*
```

(4)
Below is C42H56CaCl3GeN11O2P as an isolated structure in a non-equilibrium geometry, with properties calculated with ωB97M-V/def2-TZVPD.

Calculated values
* E: -6863.4024 a.u.
* E_LUMO (spin up / spin down): -0.2 / -0.2 eV
* Kohn-Sham gap (spin up / spin down): 4.741 / 7.384 eV
* relative energy (zero: lowest compared OMol25 entry of this formula, charge and spin): 62.3 kcal/mol

Geometry as ORCA input:
```
! wB97M-V def2-TZVPD RIJCOSX def2/J DEFGRID3
* xyz 0 2
Ca 0.35813 1.26747 -0.08881
C 3.41133 3.77953 1.43480
C 2.63388 2.67388 0.81321
N 1.93319 1.81416 1.45840
N 1.97821 1.84703 2.83943
C 1.16136 1.07552 3.43121
O 0.27658 0.29136 2.71130
C 1.27785 0.93309 4.90038
C 1.17988 2.05096 5.71954
C 1.35262 1.91545 7.08788
C 1.64225 0.67550 7.63921
C 1.75161 -0.43903 6.82035
C 1.56475 -0.31241 5.45423
C 2.45484 2.55176 -0.68721
C 3.05701 3.64683 -1.63091
C 3.78719 3.10132 -2.81193
C 3.74062 1.75889 -3.08362
C 3.09782 0.85138 -2.21548
N 2.52482 1.16263 -1.05253
H 3.63094 3.53882 2.47200
H 2.78610 4.67524 1.42293
H 4.32950 3.98014 0.88575
H 0.94661 3.01229 5.28279
H 1.25853 2.78266 7.72816
H 1.78209 0.58331 8.70848
H 1.98355 -1.40733 7.24435
H 1.66315 -1.18018 4.81214
H 3.61943 4.44527 -1.14198
H 4.35231 3.78771 -3.42950
H 4.25079 1.34982 -3.94675
H 3.10998 -0.20717 -2.47278
O -1.21891 1.29047 -1.49656
N -1.40525 0.07014 -1.56775
Cl 0.05158 5.03260 1.37542
Ge -1.15866 3.11662 1.45200
Cl -3.03306 4.03708 0.63719
Cl -1.60788 3.33348 3.69668
N 1.08427 3.08096 -1.01132
C 1.58181 3.99997 -1.78908
N 0.94586 4.96276 -2.43605
C 1.62666 5.85497 -3.36355
C 0.65568 6.29286 -4.46626
C -0.30241 5.15050 -4.79664
C -1.21925 4.86437 -3.59527
C -0.49089 5.15492 -2.27511
H 2.46892 5.31350 -3.79723
H 2.01894 6.73192 -2.83558
H 1.22794 6.59337 -5.34402
H 0.07498 7.15630 -4.13314
H 0.27693 4.25497 -5.03790
H -0.89985 5.39229 -5.67675
H -1.54100 3.82198 -3.61236
H -2.11430 5.48735 -3.64176
H -0.84590 4.49895 -1.48764
H -0.65615 6.18485 -1.94993
N -4.20104 -4.00418 5.30143
C -3.44008 -3.24080 4.90101
C -2.49354 -2.31100 4.37219
C -2.42566 -1.00347 4.85555
C -1.50925 -0.10886 4.33650
C -0.65569 -0.52639 3.32329
C -0.73854 -1.81592 2.81118
C -1.64708 -2.71004 3.33781
H -3.09969 -0.69282 5.64196
H -1.48291 0.91496 4.67533
H -0.08701 -2.08463 1.98820
H -1.70814 -3.72104 2.95596
N -0.51035 -0.65740 -0.87786
P -0.87582 -2.24528 -0.99768
N -2.28070 -2.57387 -0.18624
C -3.01343 -3.82202 -0.44468
C -4.42323 -3.52299 -0.93827
C -5.23430 -2.80406 0.15321
C -4.30822 -2.02423 1.09864
C -3.11327 -1.46290 0.34348
N -1.02449 -2.89164 -2.52799
C -1.87991 -2.25415 -3.53996
C -1.06331 -1.39518 -4.50549
C 0.04785 -2.22043 -5.15504
C 0.91347 -2.85850 -4.06778
C 0.03861 -3.69108 -3.13331
N 0.36911 -3.00758 -0.25590
C 1.75138 -2.52677 -0.43383
C 2.50701 -2.67306 0.87939
C 2.56640 -4.15317 1.31686
C 1.53734 -5.00603 0.56289
C 0.19761 -4.29140 0.44258
H -3.05784 -4.42205 0.47065
H -2.47003 -4.39689 -1.19398
H -4.91399 -4.44898 -1.23906
H -4.33727 -2.88907 -1.82439
H -5.81488 -3.52537 0.72994
H -5.94625 -2.12227 -0.31449
H -3.95516 -2.66728 1.90678
H -4.84577 -1.19450 1.55750
H -2.50611 -0.84690 1.00750
H -3.47818 -0.81940 -0.46309
H -2.62659 -1.64089 -3.04132
H -2.38657 -3.05105 -4.09648
H -0.61914 -0.56402 -3.95152
H -1.72924 -0.97458 -5.26099
H 0.65771 -1.58792 -5.80127
H -0.39048 -3.00651 -5.77843
H 1.39875 -2.06770 -3.48610
H 1.68859 -3.49028 -4.50601
H 0.63516 -4.15575 -2.34795
H -0.44337 -4.49222 -3.70639
H 1.72007 -1.47894 -0.73578
H 2.26594 -3.09503 -1.21738
H 2.00173 -2.06677 1.63419
H 3.50912 -2.26377 0.75485
H 2.38556 -4.23070 2.39051
H 3.56142 -4.56003 1.13306
H 1.37862 -5.95291 1.07919
H 1.90881 -5.24000 -0.43736
H -0.21295 -4.11520 1.44388
H -0.50776 -4.93017 -0.09198
*
```